# C39H87N5O7

A cluster of 5 separate species, C39H87N5O7 in total in a non-equilibrium geometry (wB97M-V/def2-TZVPD, OMol25).

```
138
Properties=species:S:1:pos:R:3:mulliken_charge:R:1
C 3.89 14.22 24.96 -1.30
C 5.23 13.42 25.15 1.47
C 5.08 12.06 24.44 -1.24
C 5.22 12.18 22.93 -0.83
C 6.40 12.95 22.38 -1.19
C 6.82 14.22 23.16 2.59
N 6.54 13.97 24.60 0.02
O 6.72 15.16 25.22 1.00
C 8.27 14.54 22.92 -1.89
C 6.02 15.34 22.54 -2.53
C 5.29 13.18 26.61 -1.93
H 3.02 13.57 24.80 0.25
H 4.10 14.98 24.21 0.11
H 3.55 14.86 25.77 0.42
H 5.86 11.34 24.68 0.36
H 4.26 11.47 24.86 0.48
H 4.36 12.74 22.55 0.26
H 5.18 11.21 22.43 0.50
H 6.08 13.32 21.40 0.26
H 7.31 12.35 22.39 0.46
H 8.68 15.51 23.19 0.00
H 8.95 13.81 23.36 0.32
H 8.48 14.39 21.86 0.50
H 6.34 15.64 21.54 0.56
H 4.96 15.12 22.54 0.52
H 6.15 16.21 23.19 0.04
H 6.12 12.50 26.82 0.28
H 4.33 12.72 26.86 0.51
H 5.44 14.10 27.16 0.18
H 7.49 14.93 25.74 -0.09
C 11.00 19.57 24.60 -1.74
C 10.57 18.14 25.09 1.16
C 11.42 17.75 26.30 -1.08
C 10.90 18.31 27.69 -0.78
C 9.43 18.19 27.81 -1.37
C 8.62 18.68 26.64 2.69
N 9.18 18.07 25.41 0.95
O 8.36 18.26 24.35 -0.24
C 7.22 18.09 26.96 -1.59
C 8.55 20.16 26.55 -1.91
C 10.95 17.25 23.82 -1.08
H 11.98 19.46 24.12 0.52
H 11.05 20.26 25.44 0.34
H 10.26 20.04 23.96 0.23
H 11.33 16.67 26.42 0.00
H 12.49 17.89 26.11 0.51
H 11.33 19.31 27.78 0.30
H 11.37 17.76 28.50 0.57
H 9.03 18.71 28.68 0.56
H 9.24 17.12 27.87 -0.16
H 7.22 17.01 27.05 -0.03
H 6.83 18.52 27.88 0.71
H 6.45 18.30 26.21 -0.35
H 8.22 20.54 27.52 0.44
H 9.55 20.58 26.67 0.48
H 8.14 20.54 25.62 0.11
H 10.74 16.20 24.04 -0.43
H 12.02 17.21 23.67 0.57
H 10.35 17.69 23.02 0.41
H 8.04 17.37 24.19 0.10
C 2.93 18.96 25.48 -1.79
C 3.83 20.09 25.04 1.92
C 4.97 19.68 24.14 0.73
C 4.65 19.53 22.66 -1.07
C 3.83 20.66 22.07 -1.55
C 2.60 20.92 22.92 1.74
N 2.96 21.11 24.35 0.41
O 1.99 21.70 25.17 -0.51
C 1.97 22.22 22.25 -1.88
C 1.57 19.79 22.62 -1.93
C 4.58 20.84 26.22 -1.79
H 2.11 18.74 24.80 0.34
H 2.32 19.43 26.25 0.41
H 3.47 18.10 25.88 0.37
H 5.59 20.58 24.15 0.34
H 5.39 18.69 24.33 -0.90
H 4.16 18.59 22.46 0.16
H 5.53 19.50 22.01 0.32
H 3.53 20.43 21.05 0.40
H 4.35 21.61 21.98 0.35
H 1.59 22.09 21.23 0.38
H 1.24 22.66 22.94 0.45
H 2.60 23.11 22.19 0.44
H 0.96 19.83 21.72 0.42
H 1.97 18.80 22.86 0.28
H 0.76 19.95 23.34 0.40
H 5.22 21.65 25.86 0.42
H 5.30 20.30 26.83 0.19
H 3.78 21.23 26.83 0.54
H 2.31 22.58 25.38 0.35
C 7.20 21.61 16.85 -0.81
O 6.41 20.54 17.36 -0.30
C 7.16 19.37 17.83 -0.86
C 6.32 18.57 18.86 0.01
N 5.09 18.07 18.19 -0.50
C 4.16 17.36 19.10 0.43
C 2.91 16.87 18.41 -0.86
O 2.24 18.09 17.99 -0.26
C 0.82 17.97 17.74 -0.82
H 6.70 22.28 16.15 0.23
H 8.10 21.39 16.26 0.31
H 7.49 22.08 17.79 0.34
H 8.03 19.79 18.33 0.44
H 7.54 18.83 16.96 0.37
H 6.07 19.27 19.66 0.02
H 6.88 17.77 19.35 0.35
H 4.57 18.86 17.85 0.36
H 3.80 17.99 19.91 -0.19
H 4.65 16.53 19.61 0.12
H 2.33 16.42 19.21 0.43
H 3.05 16.19 17.57 0.37
H 0.31 18.92 17.93 0.22
H 0.42 17.10 18.25 0.31
H 0.83 17.65 16.70 0.33
C 10.64 13.34 25.32 -0.68
O 10.11 13.78 26.58 -0.09
C 9.53 12.74 27.25 -0.60
C 8.83 13.18 28.58 -0.64
N 9.76 14.04 29.46 -0.43
C 8.94 14.77 30.45 -0.58
C 9.96 15.59 31.34 -0.78
O 10.39 16.70 30.63 -0.20
C 10.89 17.80 31.37 -0.93
H 10.83 14.20 24.68 -0.03
H 9.81 12.85 24.80 0.36
H 11.51 12.68 25.38 0.35
H 8.76 12.24 26.66 0.31
H 10.28 12.00 27.53 0.47
H 7.89 13.70 28.41 0.23
H 8.58 12.33 29.21 0.43
H 10.14 14.79 28.90 0.24
H 8.12 15.45 30.21 0.27
H 8.58 14.06 31.19 0.50
H 9.46 16.03 32.21 0.56
H 10.78 14.97 31.70 0.28
H 10.74 17.80 32.45 0.47
H 10.57 18.75 30.95 0.24
H 11.97 17.69 31.45 0.31
```

The calculation puts the largest force on an atom at 3.8 eV/A. As for the energy relative to the best compared isomer or geometry (same formula, charge and spin): 4.254 eV. As for the SMILES: CC1(C)CCCC(C)(C)N1O.CC1(C)CCCC(C)(C)N1O.CC1(C)CCCC(C)(C)N1O.COCCNCCOC.COCCNCCOC. The orbital gap is 8.58 eV.


# C39H88F18N9O17S6

A cluster of 9 separate species, C39H88F18N9O17S6 in total in a non-equilibrium geometry (wB97M-V/def2-TZVPD, OMol25).

```
177
Properties=species:S:1:pos:R:3:mulliken_charge:R:1
C 9.85 -4.42 -3.15 -0.83
N 8.47 -5.05 -3.57 -0.05
C 8.69 -6.60 -3.66 -0.88
C 7.49 -4.79 -2.38 -0.91
C 7.89 -4.33 -4.75 -0.40
C 8.38 -4.74 -6.18 -0.75
O 9.75 -4.56 -6.43 -0.53
H 9.82 -3.33 -3.20 0.35
H 10.54 -4.75 -3.93 0.38
H 10.18 -4.84 -2.20 0.39
H 9.57 -6.84 -4.24 0.36
H 7.78 -7.06 -4.05 0.39
H 8.97 -7.10 -2.73 0.39
H 7.58 -3.75 -2.07 0.41
H 7.78 -5.36 -1.50 0.38
H 6.45 -5.03 -2.61 0.40
H 7.92 -3.28 -4.46 0.47
H 6.85 -4.67 -4.69 0.33
H 7.99 -4.02 -6.89 0.38
H 8.07 -5.72 -6.54 0.38
H 10.18 -5.39 -6.63 0.34
C -0.72 -0.26 -9.60 -0.94
N 0.03 -1.09 -8.56 -0.21
C 0.64 -0.13 -7.52 -0.80
C -1.01 -2.01 -7.94 -0.88
C 1.14 -2.06 -9.17 -0.43
C 2.24 -1.38 -10.02 -0.60
O 3.00 -0.41 -9.29 -0.50
H -1.22 -0.96 -10.28 0.36
H -0.04 0.47 -10.02 0.41
H -1.50 0.30 -9.09 0.42
H 1.19 0.66 -8.03 0.38
H 1.36 -0.70 -6.92 0.36
H -0.08 0.36 -6.87 0.37
H -0.39 -2.52 -7.20 0.42
H -1.34 -2.70 -8.72 0.39
H -1.72 -1.37 -7.41 0.38
H 0.53 -2.78 -9.72 0.35
H 1.53 -2.45 -8.23 0.40
H 1.83 -0.94 -10.93 0.42
H 2.87 -2.20 -10.36 0.37
H 3.41 0.11 -9.98 0.33
C 3.91 7.78 5.92 -0.91
N 4.55 8.10 4.55 -0.04
C 3.49 9.03 3.87 -0.89
C 5.86 8.82 4.90 -0.89
C 4.88 6.78 3.80 -0.48
C 3.71 6.04 3.18 -0.56
O 2.99 5.32 4.20 -0.49
H 3.80 8.71 6.48 0.44
H 4.44 7.07 6.55 0.38
H 2.89 7.41 5.83 0.37
H 3.85 9.42 2.92 0.33
H 3.35 9.82 4.60 0.41
H 2.58 8.45 3.70 0.39
H 6.34 9.09 3.96 0.40
H 6.54 8.35 5.62 0.36
H 5.62 9.76 5.41 0.39
H 5.54 6.17 4.42 0.37
H 5.47 7.10 2.94 0.39
H 4.02 5.35 2.40 0.46
H 2.98 6.65 2.65 0.26
H 2.76 4.49 3.79 0.31
C -8.88 8.41 -4.38 -0.90
N -9.55 7.38 -3.43 -0.16
C -8.80 7.39 -2.11 -0.92
C -11.03 7.80 -3.33 -0.77
C -9.46 5.91 -4.09 -0.58
C -9.72 4.75 -3.10 -0.57
O -10.89 4.90 -2.37 -0.52
H -9.35 8.23 -5.34 0.39
H -7.79 8.29 -4.41 0.45
H -9.09 9.41 -4.00 0.37
H -7.79 7.01 -2.24 0.33
H -9.42 6.82 -1.42 0.36
H -8.99 8.42 -1.82 0.47
H -11.48 7.60 -4.30 0.37
H -11.10 8.88 -3.21 0.37
H -11.49 7.21 -2.53 0.34
H -8.43 5.85 -4.44 0.41
H -10.01 5.86 -5.03 0.45
H -8.98 4.62 -2.31 0.39
H -9.72 3.81 -3.65 0.38
H -10.85 4.34 -1.59 0.34
C -2.38 -2.25 6.91 -1.03
N -3.53 -1.24 6.74 -0.08
C -4.07 -1.29 5.32 -0.94
C -4.71 -1.74 7.67 -0.76
C -2.92 0.20 6.94 -0.70
C -2.03 0.33 8.22 -0.52
O -2.86 0.03 9.37 -0.46
H -2.21 -2.43 7.97 0.43
H -1.47 -1.86 6.47 0.41
H -2.77 -3.20 6.54 0.40
H -4.85 -0.52 5.23 0.36
H -4.40 -2.32 5.22 0.41
H -3.23 -1.06 4.66 0.47
H -5.08 -2.64 7.16 0.39
H -5.40 -0.90 7.68 0.35
H -4.35 -1.88 8.68 0.36
H -3.82 0.81 6.95 0.45
H -2.27 0.46 6.10 0.36
H -1.62 1.34 8.25 0.35
H -1.28 -0.44 8.01 0.40
H -3.55 0.69 9.34 0.34
C 0.10 -8.87 1.17 -1.36
C -0.87 -8.50 0.06 -0.19
C -2.36 -8.27 0.54 -0.61
N -3.35 -8.12 -0.61 0.29
C -3.59 -9.49 -1.35 -0.98
C -4.74 -7.67 -0.11 -0.72
C -5.47 -7.02 -1.29 -0.67
C -4.37 -6.31 -2.04 -0.57
C -3.13 -7.03 -1.65 -0.58
H -0.01 -8.22 2.04 0.35
H 1.11 -8.76 0.78 0.37
H -0.05 -9.92 1.40 0.36
H -0.87 -9.29 -0.70 0.25
H -0.35 -7.65 -0.37 0.32
H -2.50 -7.34 1.07 0.41
H -2.65 -9.15 1.11 0.30
H -4.32 -9.40 -2.16 0.39
H -4.02 -10.10 -0.56 0.41
H -2.67 -10.02 -1.62 0.32
H -5.25 -8.47 0.42 0.46
H -4.62 -6.81 0.55 0.42
H -5.97 -7.83 -1.82 0.30
H -6.30 -6.37 -0.99 0.42
H -4.48 -6.32 -3.12 0.29
H -4.26 -5.27 -1.72 0.34
H -2.70 -7.59 -2.48 0.32
H -2.42 -6.28 -1.31 0.37
C -3.80 11.85 -7.47 0.66
F -5.02 11.76 -7.98 -0.22
F -3.17 12.77 -8.09 -0.19
F -3.89 12.03 -6.13 -0.23
S -2.89 10.23 -7.87 0.99
O -3.84 9.14 -7.66 -0.60
O -2.46 10.34 -9.25 -0.63
N -1.52 10.37 -6.76 -0.49
S -1.57 8.94 -6.09 1.13
O -2.60 8.77 -5.04 -0.67
O -1.56 7.85 -7.08 -0.67
C 0.06 8.89 -5.15 0.58
F 0.19 7.71 -4.58 -0.22
F 1.15 9.05 -5.92 -0.23
F 0.05 9.86 -4.26 -0.22
C -1.62 2.30 0.66 0.58
F -2.30 2.64 -0.43 -0.19
F -0.97 3.36 1.19 -0.20
F -2.38 1.79 1.54 -0.19
S -0.32 0.93 0.12 0.99
O -1.10 -0.08 -0.58 -0.62
O 0.70 1.48 -0.79 -0.62
N 0.39 0.44 1.58 -0.36
S 1.01 -0.93 1.26 0.99
O 0.18 -2.07 1.64 -0.68
O 1.63 -1.18 -0.09 -0.64
C 2.44 -1.05 2.58 0.61
F 2.21 -0.25 3.64 -0.23
F 2.51 -2.35 3.00 -0.22
F 3.55 -0.74 1.97 -0.21
C 6.97 -5.55 15.55 0.65
F 7.58 -4.38 15.77 -0.22
F 7.17 -6.36 16.62 -0.23
F 5.63 -5.42 15.47 -0.22
S 7.68 -6.46 13.96 1.00
O 9.11 -6.12 13.96 -0.63
O 7.36 -7.89 14.13 -0.56
N 6.81 -5.74 12.72 -0.45
S 5.92 -6.78 12.15 1.09
O 6.63 -7.89 11.52 -0.65
O 4.83 -7.16 13.04 -0.66
C 5.00 -5.88 10.68 0.56
F 4.17 -6.74 10.13 -0.21
F 4.29 -4.79 11.07 -0.24
F 5.97 -5.55 9.82 -0.23
```

The calculation puts the largest force on an atom at 6.4 eV/A. As for the energy relative to the best compared isomer or geometry (same formula, charge and spin): 11.164 eV. Its charge is +3. The orbital gap is 4.59 eV.


# C39H88F4N8O4PS

A cluster of 6 separate species, C39H88F4N8O4PS in total in a non-equilibrium geometry (wB97M-V/def2-TZVPD, OMol25).

```
145
Properties=species:S:1:pos:R:3:mulliken_charge:R:1
N 11.76 2.09 0.41 -0.62
P 11.33 1.87 1.88 0.19
C 10.38 0.27 2.13 0.40
C 11.08 -0.89 2.47 0.41
C 12.59 -1.00 2.60 -1.29
C 13.17 -1.88 1.47 -0.87
C 13.25 -1.21 0.13 0.86
F 13.99 -0.11 0.16 -0.26
F 13.83 -2.05 -0.74 -0.29
F 12.04 -0.91 -0.37 -0.22
C 10.35 -2.05 2.70 0.48
O 10.93 -3.21 3.05 -0.54
C 8.95 -2.05 2.53 0.49
O 8.29 -3.20 2.74 -0.52
C 8.32 -0.87 2.18 -0.23
S 6.53 -0.95 2.02 1.42
O 6.30 -1.28 0.66 -0.55
O 5.95 -1.84 2.96 -0.53
F 6.01 0.45 2.36 -0.12
N 9.04 0.26 1.97 0.06
C 8.34 1.50 1.53 -1.54
N 7.95 2.30 2.68 -0.49
H 12.76 2.18 0.29 0.29
H 12.36 1.86 2.82 0.19
H 10.41 2.83 2.34 0.04
H 13.08 -0.05 2.65 0.44
H 12.77 -1.57 3.50 0.36
H 12.60 -2.79 1.36 0.45
H 14.19 -2.15 1.73 0.46
H 11.14 -3.25 4.00 0.37
H 8.13 -3.65 1.90 0.35
H 7.48 1.24 0.94 0.54
H 8.98 2.05 0.85 0.74
H 7.02 2.66 2.52 0.27
H 8.54 3.12 2.74 0.27
C 0.67 2.34 -0.58 -0.87
C 1.50 1.18 -0.06 -0.39
N 1.62 1.17 1.39 0.27
C 2.62 0.24 1.87 -0.54
C 2.38 -1.25 1.63 -0.96
C 0.37 1.21 2.13 -0.73
C -0.68 0.12 1.87 -0.03
H 1.04 3.29 -0.20 0.15
H 0.71 2.37 -1.67 0.57
H -0.38 2.24 -0.30 -0.19
H 2.51 1.27 -0.47 0.50
H 1.08 0.25 -0.46 0.11
H 2.76 0.41 2.94 0.35
H 3.57 0.52 1.41 0.26
H 1.61 -1.66 2.28 0.29
H 3.30 -1.81 1.83 0.35
H 2.10 -1.46 0.59 0.23
H -0.11 2.18 1.94 -0.05
H 0.60 1.23 3.20 0.52
H -0.83 -0.06 0.80 -0.01
H -1.64 0.43 2.28 -0.09
H -0.42 -0.82 2.34 0.36
C -7.49 2.03 1.78 -1.46
C -6.32 2.28 0.83 -0.33
N -5.03 2.07 1.46 0.23
C -3.92 2.58 0.68 -0.51
C -3.64 1.93 -0.69 -0.62
C -4.83 0.77 2.07 -0.74
C -4.98 -0.48 1.18 -0.49
H -7.39 2.62 2.69 0.34
H -8.42 2.31 1.29 0.44
H -7.58 0.97 2.05 0.30
H -6.37 3.32 0.51 0.45
H -6.46 1.66 -0.07 0.23
H -3.01 2.53 1.28 0.07
H -4.10 3.65 0.51 0.33
H -3.19 0.95 -0.58 -0.34
H -2.94 2.55 -1.25 0.45
H -4.55 1.83 -1.29 0.44
H -5.52 0.67 2.91 0.35
H -3.84 0.76 2.53 0.18
H -5.87 -0.44 0.56 0.28
H -5.06 -1.37 1.81 0.48
H -4.11 -0.63 0.54 -0.17
C -5.05 -3.01 -3.24 -1.41
C -3.71 -2.33 -3.02 -0.37
N -3.02 -2.82 -1.84 0.40
C -1.89 -1.98 -1.45 0.10
C -0.70 -1.88 -2.41 -1.20
C -2.79 -4.25 -1.79 -0.66
C -2.02 -4.90 -2.94 -1.06
H -5.68 -2.94 -2.35 0.28
H -5.58 -2.52 -4.06 0.51
H -4.94 -4.06 -3.50 0.23
H -3.89 -1.26 -2.88 0.42
H -3.11 -2.43 -3.93 0.26
H -1.54 -2.32 -0.47 0.45
H -2.28 -0.97 -1.28 -0.60
H -0.10 -2.78 -2.41 0.26
H -0.05 -1.06 -2.09 0.33
H -1.01 -1.66 -3.43 0.31
H -3.77 -4.74 -1.72 0.41
H -2.30 -4.49 -0.84 0.39
H -2.36 -4.56 -3.91 0.25
H -2.16 -5.99 -2.91 0.40
H -0.95 -4.72 -2.86 0.28
C -1.76 5.48 0.53 -0.72
C -1.40 6.95 0.44 -0.64
N -0.66 7.43 1.59 0.12
C -0.56 8.88 1.66 -0.72
C 0.21 9.60 0.55 -0.96
C 0.55 6.69 1.90 -0.68
C 1.63 6.58 0.81 -0.99
H -2.28 5.26 1.47 0.35
H -2.41 5.20 -0.29 0.47
H -0.88 4.84 0.48 -0.26
H -2.33 7.53 0.37 0.49
H -0.87 7.13 -0.51 0.27
H -0.13 9.15 2.63 0.36
H -1.58 9.27 1.67 0.42
H 1.29 9.47 0.65 0.22
H 0.02 10.67 0.61 0.40
H -0.08 9.27 -0.45 0.27
H 0.27 5.68 2.19 0.34
H 1.00 7.12 2.80 0.36
H 1.21 6.32 -0.16 0.23
H 2.34 5.79 1.08 0.36
H 2.20 7.50 0.70 0.32
C -11.71 -5.79 -2.57 -1.43
C -10.62 -6.41 -3.43 -0.35
N -9.75 -5.42 -4.06 0.12
C -8.91 -5.97 -5.10 -0.71
C -7.85 -7.01 -4.71 -0.84
C -9.11 -4.49 -3.15 -0.73
C -8.23 -5.06 -2.03 -0.75
H -12.28 -5.05 -3.14 0.34
H -12.39 -6.56 -2.23 0.44
H -11.30 -5.30 -1.68 0.29
H -11.10 -6.98 -4.23 0.46
H -10.06 -7.14 -2.83 0.26
H -8.42 -5.14 -5.62 0.35
H -9.57 -6.43 -5.85 0.40
H -7.01 -6.56 -4.19 0.09
H -7.46 -7.49 -5.61 0.40
H -8.26 -7.80 -4.08 0.27
H -9.89 -3.88 -2.69 0.34
H -8.52 -3.78 -3.74 0.33
H -8.71 -5.90 -1.51 0.34
H -8.04 -4.29 -1.28 0.34
H -7.26 -5.39 -2.40 0.05
```

The calculation puts the largest force on an atom at 3.3 eV/A. As for the energy relative to the best compared isomer or geometry (same formula, charge and spin): 0.000 eV. Its charge is +1. The orbital gap is 3.83 eV.


Among the records above, which one has the lowest orbital gap?
C39H88F4N8O4PS


Number 2 is which compound?
C39H88F18N9O17S6